The following is a DFT calculation (the ωB97M-V functional and the def2-TZVPD basis) of 3 unconnected molecules or ions with the total composition C16H27ClF3N7O5S at a distorted geometry.

Last columns: bonded neighbours and bond lengths (Å).
Atoms and positions in Å:
1 C 1.83377 -3.46341 -0.22283  C2 1.673, H26 1.189, H27 1.175, H28 1.191
2 C 0.45228 -4.05670 -0.95556  C1 1.673, C3 1.640, H29 1.193, H30 1.183
3 C -0.88548 -3.19140 -0.56485  C2 1.640, Cl4 1.891, C5 1.672, H31 1.170
4 Cl -2.06460 -4.39625 0.29120  C3 1.891
5 C -1.70232 -2.59800 -1.89817  C3 1.672, C6 1.673, C8 1.638, C16 1.639
6 C -2.17921 -3.96821 -2.73114  C5 1.673, N7 1.317
7 N -2.46298 -5.01680 -3.47616  C6 1.317
8 C -0.71679 -1.77854 -2.91883  C5 1.638, C9 1.639, H32 1.194, H33 1.184
9 C -0.22970 -0.30594 -2.39047  C8 1.639, N10 1.534, H34 1.190, H35 1.194
10 N 0.98598 -0.34798 -1.45591  C9 1.534, C11 1.541, C13 1.540
11 C 0.74017 0.82646 -0.48927  N10 1.541, C12 1.639, H36 1.193, H37 1.193
12 C 1.96145 1.05723 0.57964  C11 1.639, H38 1.184, H39 1.172, H40 1.185
13 C 2.19540 0.02254 -2.33388  N10 1.540, C14 1.655, O15 1.353
14 C 3.22050 -1.15388 -2.88687  C13 1.655, H41 1.175, H42 1.192, H43 1.173
15 O 2.47402 1.28846 -2.72030  C13 1.353
16 C -3.08697 -1.82303 -1.48847  C5 1.639, C17 1.673, S19 1.882, H44 1.194
17 C -2.88420 -0.82040 -0.16500  C16 1.673, N18 1.295
18 N -2.83156 0.02102 0.81770  C17 1.295
19 S -3.97197 -0.97992 -2.91951  C16 1.882, O20 1.565, O21 1.547, C22 1.911
20 O -4.49712 -2.04900 -3.93426  S19 1.565
21 O -3.18512 0.18090 -3.57339  S19 1.547
22 C -5.52838 -0.17444 -2.15746  S19 1.911, F23 1.508, F24 1.500, F25 1.495
23 F -5.16705 1.21985 -1.70960  C22 1.508
24 F -6.68555 -0.16355 -3.11227  C22 1.500
25 F -5.96701 -0.90052 -0.92697  C22 1.495
26 H 1.62685 -2.38211 0.22632  C1 1.189
27 H 2.68504 -3.41738 -1.03128  C1 1.175
28 H 2.14233 -4.20394 0.65713  C1 1.191
29 H 0.32073 -5.14785 -0.49106  C2 1.193
30 H 0.60158 -4.22968 -2.11640  C2 1.183
31 H -0.55299 -2.35200 0.17942  C3 1.170
32 H -1.29283 -1.60863 -3.95035  C8 1.194
33 H 0.26329 -2.37506 -3.21194  C8 1.184
34 H -1.10777 0.36966 -1.95670  C9 1.190
35 H 0.15091 0.28278 -3.35673  C9 1.194
36 H 0.44677 1.82274 -1.07647  C11 1.193
37 H -0.24340 0.53969 0.12162  C11 1.193
38 H 2.94664 0.44951 0.33178  C12 1.184
39 H 2.23210 2.19071 0.70747  C12 1.172
40 H 1.58918 0.64072 1.62514  C12 1.185
41 H 2.57558 -1.86262 -3.56699  C14 1.175
42 H 4.07706 -0.66759 -3.55873  C14 1.192
43 H 3.72644 -1.73654 -2.00334  C14 1.173
44 H -3.83631 -2.66749 -1.10058  C16 1.194
45 N 3.01823 4.19588 4.53676  C46 1.345, H49 1.006, H50 1.012
46 C 3.39813 4.12176 3.24840  N45 1.345, N47 1.345, O48 1.221
47 N 3.54266 5.31235 2.63911  C46 1.345, H51 1.012, H52 1.006
48 O 3.59556 3.06023 2.67848  C46 1.221
49 H 2.85092 5.06043 5.02331  N45 1.006
50 H 2.89793 3.32220 5.03250  N45 1.012
51 H 3.82755 5.30135 1.66842  N47 1.012
52 H 3.38463 6.19680 3.09169  N47 1.006
53 N -1.61410 2.42379 5.23429  C54 1.345, H57 1.006, H58 1.012
54 C -0.27329 2.47944 5.14036  N53 1.345, N55 1.345, O56 1.221
55 N 0.18924 3.42118 4.29845  C54 1.345, H59 1.012, H60 1.006
56 O 0.46380 1.73562 5.76811  C54 1.221
57 H -2.23752 3.02768 4.72553  N53 1.006
58 H -2.00372 1.72854 5.85748  N53 1.012
59 H 1.19314 3.49657 4.19847  N55 1.012
60 H -0.40192 4.04279 3.77292  N55 1.006

Orbital gap in Ha: 0.3354
Multiplicity: 1
LUMO energy in eV: -0.800
Max |F| in eV Å⁻¹: 12.7
SMILES: CC[C@H](Cl)[C@](C#N)(CCN(CC)C(C)=O)[C@@H](C#N)S(=O)(=O)C(F)(F)F.NC(N)=O.NC(N)=O